1.
{
  "formula": "C13H10N2O11PdS3",
  "method": "wB97M-V/def2-TZVPD",
  "elements": ["Pd", "O", "S", "O", "O", "C", "C", "C", "C", "C", "C", "S", "O", "O", "O", "H", "H", "H", "H", "O", "C", "C", "O", "C", "C", "O", "C", "O", "O", "C", "N", "C", "N", "S", "H", "H", "H", "H", "H", "H"],
  "coordinates": [[-0.1911, -0.0239, -0.9825], [3.3064, 2.1392, 0.2162], [1.9075, 1.7931, 0.1326], [1.3643, 1.5713, -1.2260], [1.5143, 0.6948, 1.0005], [1.0222, 3.2794, 0.6814], [1.8469, 4.3522, 0.9835], [1.3393, 5.5888, 1.3562], [-0.0236, 5.7694, 1.4262], [-0.8657, 4.7060, 1.1298], [-0.3701, 3.4652, 0.7591], [-1.6473, 2.2220, 0.4545], [-2.8974, 2.8309, 0.8574], [-1.5330, 1.8716, -0.9725], [-1.2809, 1.0822, 1.2878], [2.9122, 4.1947, 0.9128], [2.0173, 6.4028, 1.5808], [-0.4419, 6.7275, 1.7092], [-1.9376, 4.8203, 1.1903], [3.7712, -3.8430, -3.8911], [2.8450, -3.2147, -3.4056], [2.4457, -3.1746, -1.9513], [2.8656, -3.9142, -1.0612], [1.4852, -2.1032, -1.8620], [1.1001, -1.6023, -3.1277], [0.2144, -0.7114, -3.2863], [1.8784, -2.3220, -4.1619], [1.7645, -2.2547, -5.3779], [0.9653, -1.6477, -0.7652], [-3.9785, -0.5636, 1.3251], [-2.8411, -1.3726, 1.7237], [-1.8163, -1.6418, 0.8902], [-0.6659, -2.0719, 1.4332], [-1.9620, -1.4970, -0.8203], [-4.7837, -0.7327, 2.0430], [-4.3108, -0.8772, 0.3395], [-3.7184, 0.4968, 1.2937], [-2.5441, -1.2189, 2.6786], [-0.3996, -1.6674, 2.3217], [0.1168, -2.1940, 0.7753]],
  "forces_ev_per_angstrom": [[-0.47, 0.85, -0.53], [0.03, 0.28, -0.43], [-0.57, -0.96, 0.68], [0.32, -0.08, -0.03], [0.22, 0.50, 0.28], [0.02, 0.06, -0.12], [0.07, 0.10, 0.08], [0.16, -0.02, -0.01], [-0.19, 0.00, 0.00], [-0.01, 0.12, 0.06], [-0.12, 0.01, 0.00], [0.81, -0.84, 0.62], [-0.21, 0.29, -0.44], [-0.01, -0.23, -0.03], [-0.22, 0.30, 0.29], [0.05, -0.01, -0.01], [0.03, 0.02, 0.01], [-0.02, 0.02, 0.01], [-0.03, 0.01, 0.00], [-0.36, 0.14, 0.15], [0.22, -0.13, -0.14], [0.11, -0.19, 0.00], [-0.03, 0.16, -0.12], [-0.02, -0.06, 0.27], [-0.93, 0.90, -0.46], [0.92, -0.87, -0.41], [-0.01, -0.06, -0.38], [0.11, 0.00, 0.46], [0.57, -0.24, 0.20], [-0.20, 0.06, -0.04], [0.46, 0.05, -0.02], [0.13, 0.01, -0.12], [-0.03, 0.17, -0.04], [-0.53, -0.28, 0.27], [0.02, 0.02, -0.02], [0.00, 0.02, 0.03], [-0.03, -0.06, 0.00], [-0.06, -0.13, -0.03], [-0.04, -0.06, -0.04], [-0.15, 0.12, 0.01]],
  "nbo_charge": [1.079, -0.991, 2.399, -1.000, -0.997, -0.209, -0.224, -0.227, -0.232, -0.199, -0.343, 2.413, -1.008, -0.986, -1.029, 0.245, 0.195, 0.195, 0.240, -0.580, 0.372, 0.337, -0.637, 0.207, 0.291, -0.703, 0.366, -0.585, -0.700, -0.424, -0.583, 0.386, -0.793, -0.155, 0.179, 0.227, 0.241, 0.380, 0.388, 0.465],
  "e_tot_ha": -2761.1014,
  "charge": -2,
  "orbital_gap_ev": [5.931, 5.922]
}

2.
{
  "formula": "C25H38FN3O25PS5",
  "method": "wB97M-V/def2-TZVPD",
  "elements": ["C", "C", "C", "C", "C", "C", "C", "C", "O", "O", "C", "C", "P", "O", "N", "C", "C", "N", "C", "C", "O", "N", "C", "O", "F", "H", "H", "H", "H", "H", "H", "H", "H", "H", "H", "H", "H", "H", "H", "H", "H", "H", "H", "C", "C", "O", "S", "O", "O", "O", "H", "H", "H", "H", "C", "C", "O", "S", "O", "O", "O", "H", "H", "H", "H", "C", "C", "O", "S", "O", "O", "O", "H", "H", "H", "H", "C", "C", "O", "S", "O", "O", "O", "H", "H", "H", "H", "C", "C", "O", "S", "O", "O", "O", "H", "H", "H", "H"],
  "coordinates": [[-1.3005, 4.5579, 0.7750], [-1.9515, 3.4808, 1.1982], [-2.6379, 2.0053, 1.1511], [-1.6015, 0.8032, 1.4242], [-0.2390, 0.8702, 0.5577], [1.0200, 0.2709, 1.3918], [1.3854, 0.9477, 2.7711], [0.6461, 2.2247, 3.4226], [-0.2059, 2.0133, 4.3468], [1.0011, 3.5674, 2.9813], [2.5786, 0.3228, 3.5892], [3.3664, -0.9176, 2.9761], [4.8156, -1.5596, 4.0763], [4.3172, -2.5737, 5.1294], [3.0248, -1.5218, 1.6629], [3.7764, -2.7223, 1.1051], [3.0364, -4.1201, 1.5406], [2.8567, -4.2199, 3.0409], [1.8950, -0.9605, 0.8826], [1.4762, -1.5723, -0.5727], [1.0459, -2.7496, -0.7569], [1.6034, -0.6408, -1.7178], [2.9856, -0.1732, -1.9264], [3.6242, 0.6297, -1.1870], [3.6742, -0.6325, -3.1246], [-0.5191, 5.3808, 0.5348], [-3.3833, 2.0033, 2.0501], [-3.3003, 1.8515, 0.2071], [-1.4196, 0.6582, 2.5676], [-2.1473, -0.1752, 1.0932], [-0.4471, 0.2740, -0.4215], [0.0741, 1.9255, 0.2238], [1.6903, 3.8377, 3.6505], [2.8441, 0.7834, 4.6258], [5.3622, -0.4184, 4.7966], [5.9026, -2.0478, 3.2525], [3.9039, -2.6547, -0.0472], [4.8475, -2.8058, 1.5280], [3.6588, -5.0450, 1.2273], [1.9869, -4.2304, 1.0797], [2.4086, -5.1469, 3.2009], [2.1794, -3.5169, 3.3834], [1.2438, -1.1050, -2.5887], [-4.7472, 1.5672, -3.2978], [-5.8129, 0.5751, -3.7380], [-5.7882, -0.4585, -2.7524], [-5.3876, 0.1876, -1.3180], [-6.5945, 0.4295, -0.5815], [-4.2792, -0.5519, -0.7803], [-4.8382, 1.6121, -1.8718], [-3.7463, 1.2153, -3.5644], [-4.9075, 2.5595, -3.7220], [-5.6165, 0.1663, -4.7297], [-6.8069, 1.0316, -3.7234], [-1.5066, -2.7738, -2.4652], [-1.7798, -4.1004, -3.1591], [-2.4519, -3.7538, -4.3704], [-1.9053, -2.3136, -4.8870], [-0.8958, -2.5446, -5.8798], [-3.0305, -1.4530, -5.1056], [-1.1670, -1.8615, -3.5107], [-2.4041, -2.3986, -1.9639], [-0.6910, -2.8442, -1.7434], [-2.3951, -4.7673, -2.5541], [-0.8466, -4.6071, -3.4237], [8.0426, -0.3241, -1.8371], [6.8078, -0.5063, -2.7074], [6.5860, -1.9170, -2.7457], [7.0676, -2.5667, -1.3379], [5.9109, -2.7247, -0.4951], [7.9750, -3.6378, -1.6191], [7.9177, -1.2944, -0.7958], [8.9565, -0.5416, -2.3973], [8.1060, 0.6808, -1.4165], [6.9460, -0.1105, -3.7142], [5.9309, -0.0387, -2.2504], [-9.8948, 3.1476, -6.9068], [-9.8730, 3.2352, -5.3873], [-8.8832, 2.2921, -4.9760], [-7.7218, 2.2161, -6.1093], [-6.6367, 3.0622, -5.6972], [-7.5408, 0.8434, -6.4811], [-8.5316, 2.9723, -7.2954], [-10.4601, 2.2740, -7.2439], [-10.3094, 4.0465, -7.3658], [-10.8400, 2.9974, -4.9427], [-9.5538, 4.2272, -5.0537], [1.8286, 1.9417, 8.3313], [2.6791, 1.2346, 9.3769], [3.9316, 0.9936, 8.7349], [4.2255, 2.1928, 7.6805], [5.0891, 3.1462, 8.3124], [4.5129, 1.6100, 6.3994], [2.7252, 2.8143, 7.6415], [1.4210, 1.2301, 7.6071], [1.0122, 2.5105, 8.7791], [2.2319, 0.2984, 9.7129], [2.8611, 1.8809, 10.2408]],
  "forces_ev_per_angstrom": [[-2.39, -5.80, 2.39], [3.37, 4.13, -3.81], [-0.42, 1.41, 1.39], [-0.48, -0.74, -0.02], [0.53, -0.72, -0.10], [2.02, -0.90, 1.25], [2.63, -2.92, -1.01], [-2.89, -0.12, 2.98], [4.38, 1.03, -4.66], [0.51, -3.34, 1.67], [-1.49, -1.21, -3.63], [-2.18, 2.23, -1.16], [-0.93, -2.47, 3.32], [0.97, 2.49, -2.68], [-2.12, 3.05, 1.09], [0.30, -2.06, 0.08], [-0.99, -0.16, 0.24], [-0.27, -0.21, -1.19], [-0.60, 2.20, 2.14], [-0.36, -3.04, -0.19], [1.89, 5.34, 1.28], [2.48, -1.45, -0.31], [3.08, 3.28, 1.80], [-3.48, -4.43, -3.49], [-2.65, 0.77, 2.88], [-2.11, -1.77, 0.74], [1.28, -0.12, -1.66], [1.62, 0.49, 1.49], [-0.15, 0.59, -2.14], [0.90, 1.78, 0.60], [0.70, 0.99, 1.81], [-0.64, -1.37, 0.76], [-0.87, 0.01, -0.83], [-0.17, -1.13, -2.05], [-0.58, -0.29, -1.19], [-0.89, 0.59, 0.08], [-0.59, 0.15, 2.26], [-1.99, 0.67, -0.57], [-0.76, 1.89, 0.28], [1.77, 0.48, 0.00], [0.57, 1.00, 0.07], [0.48, -0.58, -0.32], [0.32, 0.33, 0.99], [0.34, -0.15, -0.79], [-0.24, 0.66, -0.37], [0.78, 0.14, 1.11], [-0.73, 0.25, -0.81], [1.34, -0.30, -0.19], [-0.73, 0.35, -0.06], [-0.52, -0.77, 0.63], [-0.09, -0.02, -0.05], [-0.09, -0.09, 0.27], [0.03, -0.18, 0.26], [0.10, -0.02, 0.02], [-0.69, -0.33, 0.69], [0.63, -0.16, 0.24], [0.02, 1.12, -0.07], [-0.18, -0.36, -0.41], [-0.88, 0.53, 0.81], [0.97, -0.65, 0.01], [0.13, -0.23, -0.67], [0.00, -0.04, -0.04], [-0.22, 0.04, -0.44], [-0.12, 0.15, -0.25], [-0.04, 0.00, 0.09], [0.35, 0.28, -0.72], [-0.20, 0.74, 0.36], [0.52, -0.63, 0.80], [0.85, 0.25, -0.80], [1.20, -0.11, -0.59], [-1.20, 0.72, 0.47], [-0.97, -0.72, -0.02], [-0.07, 0.04, 0.04], [-0.06, -0.25, 0.17], [-0.01, -0.32, 0.04], [0.14, 0.06, -0.06], [-0.68, -0.27, 0.10], [-0.17, 0.75, -0.13], [0.57, -0.45, -0.75], [-0.51, 0.19, -0.32], [-0.53, -0.91, -0.37], [0.19, 1.11, 0.52], [0.67, -0.16, 0.88], [0.00, 0.08, 0.04], [0.29, -0.07, -0.02], [0.24, -0.21, 0.03], [-0.09, -0.04, -0.05], [-0.42, -0.61, 0.10], [-0.38, 0.45, 0.50], [0.09, 0.44, -1.15], [-0.05, 0.22, 1.05], [-0.63, -0.83, -1.05], [-0.04, 0.35, 0.60], [0.94, -0.19, 0.08], [-0.03, 0.02, 0.09], [0.24, 0.13, -0.14], [0.26, -0.01, -0.19], [-0.09, -0.05, -0.05]],
  "lowdin_charge": [0.063, -0.095, -0.171, -0.183, -0.127, 0.026, 0.040, -0.323, 0.088, 0.028, 0.086, -0.153, 0.774, -0.459, -0.008, -0.128, -0.206, -0.026, 0.063, -0.264, 0.067, 0.173, -0.290, 0.101, 0.043, 0.063, 0.126, 0.101, 0.115, 0.122, 0.117, 0.128, 0.138, 0.118, 0.032, 0.029, 0.121, 0.099, 0.142, 0.104, 0.089, 0.061, 0.158, -0.153, -0.177, -0.178, 0.646, -0.217, -0.260, -0.205, 0.131, 0.129, 0.132, 0.113, -0.176, -0.158, -0.178, 0.658, -0.221, -0.224, -0.216, 0.127, 0.088, 0.142, 0.136, -0.159, -0.173, -0.185, 0.680, -0.277, -0.200, -0.185, 0.138, 0.140, 0.146, 0.101, -0.165, -0.166, -0.197, 0.647, -0.227, -0.218, -0.183, 0.136, 0.140, 0.140, 0.135, -0.169, -0.164, -0.184, 0.655, -0.208, -0.273, -0.199, 0.129, 0.141, 0.141, 0.138],
  "e_tot_ha": -5452.1192,
  "charge": 1,
  "orbital_gap_ev": 6.684
}